Here is a 9-piece molecular cluster, C51H135N8O17 overall from the OMol25 dataset. Energies are from ωB97M-V/def2-TZVPD.

The geometry in XYZ format:
```
211
Properties=species:S:1:pos:R:3:forces:R:3
C -1.6956 -1.3705 -0.7350 -1.870 1.317 -0.055
C -0.3398 -1.8945 -0.9237 2.100 -3.083 0.206
C 0.7603 -0.8151 -1.1494 -0.811 -0.347 0.758
O -0.0044 -2.9584 -0.0421 -0.089 1.565 -0.470
H -1.9315 -1.0163 0.2685 0.236 0.109 0.238
H -2.5164 -2.0294 -1.0185 0.291 -0.729 0.240
H -1.8652 -0.5590 -1.4427 0.020 0.632 0.003
H -0.3577 -2.3441 -1.9165 -0.311 -0.260 -0.944
H 0.2992 0.0398 -1.6440 0.190 0.297 -0.051
H 1.5465 -1.2148 -1.7899 0.093 -0.007 0.215
H 1.1490 -0.5424 -0.1682 0.258 0.260 0.000
C -3.7865 12.4396 2.5203 -0.702 0.237 -0.446
O -2.8838 11.3399 2.7655 -1.258 -0.073 -0.755
C -1.6942 11.6064 3.4283 -1.075 1.098 1.283
C -1.2162 10.3000 4.0298 0.614 0.084 -1.275
N -1.0590 9.3755 2.8618 0.009 -0.992 0.169
H -1.9892 9.1396 2.5468 -0.594 0.308 -0.227
H -0.6731 9.8641 2.0666 0.833 0.093 -0.392
C -0.4066 8.0051 3.1249 -0.433 2.341 -0.784
C 0.0380 7.4463 1.7841 -0.369 0.464 -1.193
O 0.5327 8.5168 0.8052 -0.870 -2.612 3.318
C 0.7746 7.9402 -0.4793 -0.604 0.382 0.115
H -3.3934 13.4220 2.2583 1.104 -0.261 -0.008
H -4.4682 12.6769 3.3370 0.164 -0.611 0.443
H -4.3990 12.1755 1.6581 0.074 -0.322 0.142
H -1.9164 12.2611 4.2710 0.296 0.288 0.222
H -1.0558 12.1643 2.7433 0.841 -0.371 0.155
H -1.9627 9.8212 4.6635 0.173 0.418 0.286
H -0.2284 10.4027 4.4790 -0.219 -0.018 0.271
H -1.3001 7.5243 3.5232 0.840 -0.950 0.391
H 0.4106 8.1754 3.8258 -0.234 -0.211 0.069
H -0.8115 6.9055 1.3670 -0.341 0.477 -0.598
H 0.6818 6.5937 2.0004 1.020 0.490 -0.334
H -0.1407 8.0689 -1.0572 0.192 0.301 -0.444
H 0.9146 6.8596 -0.4513 0.638 0.086 0.182
H 1.6221 8.5246 -0.8374 -0.136 -0.503 -0.553
C -15.9242 2.1021 5.2262 0.553 1.051 0.141
O -15.2866 0.9895 5.8032 0.058 -1.604 -0.700
C -14.1068 1.2526 6.4914 -0.354 -1.440 1.714
C -13.3530 -0.1049 6.7545 -0.061 1.634 -2.375
N -12.8404 -0.6888 5.4115 1.142 0.012 -0.138
H -12.3175 -1.5016 5.7047 0.418 -0.555 -0.279
H -13.6081 -1.0523 4.8651 -0.569 0.100 -0.202
C -11.8995 0.1584 4.4910 -0.437 -0.584 1.274
C -11.1653 -0.6263 3.3955 -0.776 0.366 0.143
O -10.6986 -1.8176 3.9909 0.057 -1.063 -1.253
C -10.2655 -2.8100 3.0034 0.151 0.049 -0.511
H -16.0791 2.8486 6.0052 -0.176 0.247 -0.074
H -16.8828 1.8858 4.7548 0.242 -0.558 0.236
H -15.2350 2.4995 4.4811 -0.168 0.402 -0.263
H -14.3902 1.5332 7.5058 0.173 0.519 0.306
H -13.4844 2.0552 6.0956 0.158 -0.119 -0.398
H -14.0084 -0.8962 7.1184 0.043 0.355 0.367
H -12.4498 0.0781 7.3366 -0.264 -0.185 0.232
H -11.1006 0.4829 5.1578 -0.468 0.613 0.198
H -12.5941 0.9187 4.1337 0.714 0.326 -0.154
H -10.3694 0.0030 2.9973 0.479 0.188 0.472
H -11.7985 -0.6722 2.5095 -0.412 -1.162 -0.011
H -10.9656 -2.9025 2.1731 -0.312 0.309 0.128
H -10.1243 -3.8311 3.3577 -0.468 0.351 1.022
H -9.2945 -2.6006 2.5547 0.092 0.731 0.171
C 6.8897 -5.9745 3.7651 -1.151 -0.490 -0.737
O 5.6415 -5.6145 4.3549 -0.979 1.215 1.104
C 5.0334 -4.3645 4.0110 0.769 -1.305 1.713
C 3.9690 -3.9628 5.0371 -0.259 0.399 -0.759
N 2.7647 -4.8572 4.9573 0.028 -1.045 0.107
H 1.9335 -4.5171 5.4195 -0.176 0.366 0.853
H 2.4483 -4.8410 3.9983 0.093 -0.146 -0.742
C 2.8860 -6.3829 5.3647 -0.103 1.928 -0.949
C 1.5146 -7.0033 5.1941 2.285 0.678 -0.569
O 0.6148 -6.1562 5.8456 -0.211 -1.535 -0.225
C -0.6147 -6.1245 5.1430 -1.484 0.607 0.476
H 6.5284 -6.6242 2.9680 1.000 -0.206 -0.441
H 7.4486 -6.5613 4.4941 0.082 0.308 -0.094
H 7.4365 -5.1279 3.3499 0.096 0.009 0.241
H 4.5327 -4.4392 3.0457 0.237 0.334 -0.384
H 5.7724 -3.5682 4.1000 0.100 0.142 -0.665
H 3.6818 -2.9925 4.6318 -0.592 0.089 0.067
H 4.2315 -3.7321 6.0695 0.378 -0.800 -0.053
H 3.2202 -6.3624 6.4021 0.440 -0.295 -0.338
H 3.5298 -6.7425 4.5620 0.607 -0.455 0.954
H 1.7042 -8.0350 5.4903 -1.003 -0.241 0.746
H 1.3854 -7.0680 4.1137 -0.713 0.195 -0.188
H -0.5921 -5.2330 4.5163 -0.442 -0.088 -0.202
H -1.4218 -6.0888 5.8747 0.070 0.602 0.132
H -0.9285 -6.9980 4.5714 0.918 -0.239 -0.219
C 11.2062 -1.2970 -14.0927 -0.413 -0.382 0.928
O 10.3809 -2.4567 -13.9043 -0.616 0.061 -0.229
C 10.9770 -3.3617 -13.0446 -0.651 -1.347 0.675
C 9.9159 -4.4097 -12.5882 -0.105 1.565 0.773
N 8.6180 -3.6327 -12.0989 0.198 -2.196 0.114
H 8.7247 -3.1957 -11.1946 0.711 0.571 0.284
H 8.3897 -2.9157 -12.7726 -0.249 0.218 -0.485
C 7.4993 -4.6746 -11.7668 -0.143 1.696 -0.857
C 6.2987 -3.9698 -11.0797 -0.052 0.317 0.076
O 6.7524 -3.2744 -9.9492 -0.193 0.904 0.470
C 5.7580 -2.3859 -9.4114 0.330 0.399 1.175
H 11.1507 -0.7756 -13.1371 0.453 0.402 0.009
H 10.7652 -0.6502 -14.8511 0.326 -0.417 -0.185
H 12.2149 -1.6741 -14.2614 0.117 0.628 -0.460
H 11.3783 -2.9628 -12.1129 -0.105 0.854 0.145
H 11.8460 -3.8579 -13.4766 -0.067 -0.352 -0.361
H 10.2784 -4.8777 -11.6730 0.033 -0.240 -0.199
H 9.6387 -5.1728 -13.3155 -0.268 0.378 -0.061
H 8.0921 -5.3792 -11.1837 -0.805 -0.365 0.009
H 7.1849 -4.9914 -12.7613 0.003 -0.751 0.347
H 5.4285 -4.5458 -10.7647 0.431 -1.213 -0.222
H 5.7980 -3.2767 -11.7557 0.450 0.344 -0.617
H 6.1421 -1.9370 -8.4955 0.664 -0.026 -0.199
H 4.8556 -2.8411 -9.0033 -0.147 -0.798 -0.674
H 5.4668 -1.5417 -10.0364 0.190 -0.280 -0.600
C -2.1266 -6.2665 -6.3947 0.188 0.257 0.134
O -1.4081 -7.0215 -5.3942 0.421 -0.301 -0.041
C -2.0775 -7.1723 -4.1423 -0.180 -0.671 -0.962
C -1.2848 -8.1156 -3.2050 0.514 -0.160 -0.455
N 0.2333 -7.8845 -3.3636 -1.245 -0.351 0.404
H 0.2562 -7.6180 -4.3375 0.675 0.150 -0.862
H 0.3726 -7.0321 -2.8400 0.672 0.423 0.217
C 1.2541 -8.9551 -2.9799 0.835 1.737 -0.558
C 2.7676 -8.3868 -3.0295 -0.849 0.191 -0.005
O 3.1076 -7.5110 -4.0958 -0.566 0.045 -0.404
C 4.3109 -6.7449 -3.9011 0.104 0.304 0.780
H -1.5176 -6.0813 -7.2795 0.480 -0.539 0.290
H -2.3382 -5.2610 -6.0308 -0.366 -0.058 0.333
H -3.0234 -6.7715 -6.7537 -0.109 -0.095 0.395
H -2.9067 -7.8676 -4.2734 -0.944 0.781 -0.247
H -2.3937 -6.1754 -3.8351 0.096 -0.204 0.771
H -1.5452 -9.1220 -3.5326 0.653 -0.081 -0.102
H -1.6136 -8.0693 -2.1668 0.315 0.407 -0.007
H 1.1389 -9.8212 -3.6317 -0.274 0.163 0.157
H 1.0249 -9.1412 -1.9307 0.195 -0.548 -0.185
H 3.3996 -9.2725 -3.0936 0.073 -0.082 0.399
H 2.8913 -7.8482 -2.0900 0.288 -0.137 0.221
H 4.8427 -6.4711 -4.8124 -0.400 -0.859 -0.396
H 4.9987 -7.2379 -3.2141 0.073 -0.320 -0.193
H 4.1366 -5.7619 -3.4636 -0.681 0.006 0.336
C -2.0872 -1.8289 8.8631 0.311 -1.137 -1.039
O -1.5093 -2.9473 9.5872 -1.333 0.659 -0.924
C -1.1314 -2.5544 10.8810 0.730 -1.145 -0.482
C -0.9615 -3.8404 11.6835 -0.394 -0.486 1.328
N -2.0928 -4.8652 11.4433 2.007 0.826 0.491
H -2.9407 -4.3324 11.3118 -0.696 -0.364 0.239
H -1.7431 -5.1081 10.5274 -0.808 -1.137 -0.669
C -2.1102 -6.0588 12.4274 0.203 -0.331 -0.691
C -0.7508 -6.8282 12.4435 0.204 0.517 -0.799
O -0.3807 -7.1813 11.1103 -0.105 -0.799 0.233
C 0.6110 -8.2308 11.0837 1.093 0.306 -0.854
H -1.3499 -1.0560 8.6460 -0.047 0.363 0.823
H -3.0383 -1.5141 9.2925 0.318 0.349 0.332
H -2.3142 -2.1702 7.8531 -0.144 -0.476 0.115
H -1.8511 -1.8665 11.3249 0.088 0.085 0.140
H -0.1355 -2.1365 10.7341 0.029 0.605 0.874
H -0.9667 -3.6362 12.7542 0.260 0.083 -0.036
H -0.0913 -4.4426 11.4224 0.246 0.556 -0.006
H -2.9214 -6.6989 12.0805 0.206 -0.121 -0.206
H -2.4269 -5.7289 13.4168 0.388 0.376 -0.070
H -0.7768 -7.7219 13.0669 -0.577 0.084 0.183
H 0.0846 -6.2275 12.8032 -0.222 0.334 0.568
H 0.9897 -8.3272 10.0662 -0.769 -0.049 -0.320
H 0.3427 -9.2250 11.4411 -0.768 0.259 0.125
H 1.5630 -7.9861 11.5547 -0.240 0.573 0.847
C 13.5528 7.9384 -0.0648 -0.073 -0.434 -0.325
O 12.2074 7.7548 0.3204 -2.404 0.753 -0.441
C 11.3787 8.9236 0.0490 1.122 -0.292 1.902
C 10.0106 8.6934 0.6558 -0.659 -0.356 -0.059
N 10.0441 8.4042 2.1403 -0.397 -0.769 0.732
H 10.7565 7.7512 2.4340 0.925 -0.429 -0.760
H 10.2794 9.2319 2.6691 0.123 0.699 -0.183
C 8.8059 7.8285 2.8291 0.056 -0.242 -1.023
C 8.7239 6.3103 2.6275 0.489 0.467 -0.847
O 8.9220 6.0614 1.2344 -0.500 -0.183 0.022
C 8.7977 4.6727 0.8467 -0.094 0.195 1.111
H 14.1197 8.4856 0.6884 0.054 0.089 -0.021
H 13.5614 8.4536 -1.0254 0.450 -0.059 -0.054
H 13.9071 6.9120 -0.1597 0.487 0.302 -0.122
H 11.2355 9.2672 -0.9755 0.298 -0.587 -0.332
H 11.9302 9.7026 0.5753 -0.333 0.705 -0.043
H 9.5090 7.8716 0.1448 0.267 -0.194 0.414
H 9.3009 9.5184 0.5939 0.451 0.402 -0.300
H 7.9362 8.2937 2.3653 0.064 0.245 0.333
H 8.9562 8.0739 3.8805 -0.495 0.011 -0.041
H 7.7456 5.9751 2.9721 -0.084 -0.120 0.053
H 9.4996 5.8463 3.2367 0.123 -0.376 0.011
H 7.8884 4.2644 1.2878 -0.052 -0.116 0.196
H 9.6670 4.1562 1.2539 -0.038 -0.309 -0.242
H 8.6901 4.5084 -0.2254 0.402 0.694 0.032
C -3.7924 3.4100 -7.6579 -0.819 0.399 -0.220
O -4.8186 4.4321 -7.5452 -0.757 0.159 0.683
C -5.6192 4.3525 -6.3570 2.130 1.368 0.238
C -6.6327 5.5068 -6.2256 -2.112 -1.014 -0.866
N -7.9244 5.0751 -6.9525 1.518 -0.601 -2.580
H -8.2337 4.2223 -6.5086 -0.606 -0.111 0.126
H -8.6516 5.7758 -6.9706 -0.624 0.219 0.644
C -7.8245 4.7601 -8.4930 -1.199 -1.268 0.514
C -9.2615 4.3696 -8.9947 0.594 1.272 -0.063
O -10.2401 5.2387 -8.4484 -0.239 -1.204 0.538
C -10.3127 6.4225 -9.1931 0.493 0.689 -0.995
H -2.8015 3.8296 -7.8316 -0.273 0.427 -0.255
H -4.1518 2.8607 -8.5281 0.661 -0.631 0.246
H -3.6792 2.8245 -6.7454 -0.418 -0.266 -0.063
H -4.8981 4.4573 -5.5463 -0.088 0.299 0.504
H -6.0296 3.3670 -6.1369 -0.681 -0.163 -0.554
H -6.4915 6.5178 -6.6079 1.112 -0.316 -0.054
H -7.0626 5.6057 -5.2289 0.823 -0.048 0.394
H -7.2597 3.8521 -8.7044 0.615 0.333 0.558
H -7.3956 5.5989 -9.0412 -0.063 0.089 0.482
H -9.5464 3.3241 -8.8766 0.104 0.107 0.709
H -9.1624 4.4957 -10.0729 -0.288 0.048 -0.259
H -10.4159 6.1565 -10.2451 0.040 0.228 -0.172
H -9.3659 6.9410 -9.0424 0.067 0.565 -0.323
H -11.1286 7.1092 -8.9676 -0.082 -0.536 0.626
```
Positions in Å, forces in eV/Å.

## Properties
Kohn-Sham gap, eV: 4.31
Net charge: +7
DFT total energy, eV: -101723.988



Here is C51H28IN6O7Ta as an isolated structure from the OMol25 dataset. Energies are from ωB97M-V/def2-TZVPD.

The geometry in XYZ format:
```
94
Properties=species:S:1:pos:R:3:forces:R:3
Ta 0.2611 0.1915 -0.0325 0.153 0.315 0.220
I 2.5570 -1.8821 0.3835 -0.096 0.183 -0.063
C 3.8698 -0.5947 -0.5924 0.015 -0.017 -0.032
C 5.2098 -0.7388 -0.3849 -0.013 -0.023 0.009
C 6.1131 0.0439 -1.1333 0.003 0.008 -0.002
C 5.6359 0.8796 -2.0968 0.007 0.000 0.001
C 4.2446 1.0175 -2.3301 0.000 -0.010 0.014
C 3.7752 1.8463 -3.3722 -0.009 0.017 -0.021
C 2.4334 1.9566 -3.5866 0.019 -0.008 0.004
C 1.5147 1.3185 -2.7286 0.046 0.010 0.042
C 1.8841 0.5342 -1.6500 -0.054 0.070 -0.129
C 3.3018 0.3236 -1.5185 -0.046 -0.053 0.026
H 5.5785 -1.4486 0.3434 0.003 -0.001 0.001
H 7.1762 -0.0393 -0.9460 0.002 -0.001 -0.003
H 6.3173 1.4681 -2.7012 0.000 0.005 -0.004
H 4.4948 2.3724 -3.9909 0.001 -0.004 0.001
H 2.0584 2.5693 -4.3993 -0.001 0.003 -0.004
H 0.4670 1.4986 -2.9200 -0.009 0.005 -0.004
C -2.8901 2.4259 -2.3489 0.019 -0.003 0.029
C -3.5687 1.4596 -3.0838 0.003 -0.017 -0.001
C -3.1162 0.1537 -3.0519 0.019 -0.003 -0.011
C -1.9795 -0.1805 -2.3094 -0.068 -0.040 0.013
C -1.2879 0.7663 -1.5433 0.042 -0.050 -0.069
C -1.7858 2.0769 -1.5883 -0.014 0.039 -0.001
C -1.4818 -1.5755 -2.3599 0.084 -0.067 -0.090
C -2.3702 -2.6813 -2.2364 0.010 0.026 0.026
C -1.8648 -3.9434 -2.2357 -0.041 -0.020 -0.101
C -0.4758 -4.1402 -2.4290 0.041 0.008 -0.025
C 0.1285 -5.4174 -2.4761 -0.008 -0.011 -0.034
C 1.4706 -5.5361 -2.6992 -0.015 -0.007 -0.011
C 2.2651 -4.3831 -2.8868 0.005 0.007 -0.007
C 1.7097 -3.1375 -2.8249 -0.019 0.007 0.014
C 0.3241 -2.9880 -2.5779 -0.047 -0.044 0.018
N -0.1870 -1.7300 -2.4988 -0.075 0.014 -0.073
H -3.2387 3.4525 -2.3521 0.001 0.003 0.003
H -4.4410 1.7235 -3.6702 0.002 -0.005 -0.003
H -3.6261 -0.6114 -3.6283 -0.004 -0.011 -0.002
H -1.2974 2.8322 -0.9849 0.000 0.012 -0.003
H -3.4241 -2.4969 -2.0767 -0.022 0.006 -0.011
H -2.5051 -4.8047 -2.0810 0.009 0.017 -0.005
H -0.4899 -6.2936 -2.3195 0.004 0.015 0.011
H 1.9322 -6.5153 -2.7271 0.001 -0.002 0.003
H 3.3286 -4.4902 -3.0619 0.004 0.001 -0.006
H 2.2965 -2.2363 -2.9502 0.019 0.020 0.010
O -3.4148 1.1132 1.9911 -0.072 -0.054 -0.141
C -2.4975 0.4343 1.5570 0.201 0.018 0.393
O -1.4158 0.9159 1.0548 -0.007 -0.076 -0.168
C -2.5957 -1.0789 1.7111 -0.037 0.032 -0.138
C -3.6499 -1.5692 2.4473 -0.049 -0.028 -0.018
C -3.8348 -2.9397 2.6077 0.090 0.061 -0.044
C -2.9628 -3.8467 2.0402 -0.018 -0.059 0.015
C -1.8938 -3.3631 1.3216 -0.014 0.065 0.055
C -1.6742 -1.9742 1.1031 -0.107 -0.100 0.003
O -0.7378 -1.5830 0.3177 -0.051 -0.256 0.080
N -0.9849 -4.3531 0.7548 0.072 0.087 -0.056
O 0.1981 -4.0906 0.6775 -0.054 -0.034 0.081
O -1.4684 -5.4146 0.3859 -0.023 -0.107 0.100
N -4.9689 -3.4380 3.3658 -0.053 -0.013 0.045
O -5.0948 -4.6485 3.4862 0.002 0.002 -0.004
O -5.7469 -2.6300 3.8401 0.021 -0.015 -0.015
H -4.3401 -0.8602 2.8813 0.007 0.009 -0.001
H -3.1078 -4.9096 2.1574 -0.002 0.011 -0.002
C 1.0377 1.9533 0.4663 0.094 -0.037 0.185
C 1.7485 2.8048 1.0691 0.077 0.155 -0.142
C 2.5699 3.6696 1.6904 -0.002 -0.089 -0.052
C 2.1918 4.2221 3.0008 -0.040 0.034 0.067
C 2.7674 5.3876 3.5207 -0.017 -0.025 -0.022
C 2.3748 5.8952 4.7507 0.006 0.007 0.013
C 1.3936 5.2600 5.4974 -0.008 -0.010 -0.012
C 0.7996 4.1106 4.9865 -0.005 0.006 0.014
C 1.1887 3.6037 3.7610 0.017 -0.026 -0.012
C 3.8629 3.9729 1.0387 0.006 -0.048 0.033
C 5.0499 4.0880 1.7723 -0.022 0.025 -0.025
C 6.2626 4.3108 1.1391 0.006 0.002 0.014
C 6.3282 4.4167 -0.2443 0.010 -0.005 -0.013
C 5.1619 4.2806 -0.9857 0.003 0.007 -0.013
C 3.9487 4.0632 -0.3546 -0.023 -0.010 0.001
H 3.5237 5.9094 2.9493 0.031 0.003 -0.020
H 2.8427 6.7986 5.1266 0.000 0.002 -0.001
H 1.0959 5.6505 6.4629 0.000 -0.001 0.000
H 0.0335 3.5946 5.5524 -0.002 -0.002 0.001
H 0.7175 2.7082 3.3723 0.008 0.030 0.010
H 5.0185 3.9617 2.8465 -0.004 0.016 0.034
H 7.1679 4.3798 1.7314 0.001 0.001 0.005
H 7.2785 4.5828 -0.7382 0.000 0.002 0.000
H 5.1945 4.3342 -2.0681 -0.003 -0.002 -0.004
H 3.0451 3.9353 -0.9399 0.005 0.004 -0.002
N 0.6991 -0.2132 2.2161 0.083 0.127 -0.001
C 1.0636 -0.0986 3.3081 -0.149 -0.129 -0.003
C 1.5243 0.0137 4.6154 0.038 0.010 -0.007
C 0.6931 -0.3472 5.6987 -0.019 0.017 0.018
N 0.0257 -0.6421 6.5951 0.002 -0.010 0.002
C 2.8426 0.4683 4.8519 0.014 0.022 0.022
N 3.9201 0.8290 5.0619 0.015 -0.015 -0.003
```
Positions in Å, forces in eV/Å.

## Properties
Kohn-Sham gap, eV: 5.35
Net charge: -2
DFT total energy, eV: -86264.171